1.
Computed, not measured: C30H34BFIrN7O3PS2 as an isolated structure in a non-equilibrium geometry, with ωB97M-V with the def2-TZVPD basis set.

Structure (XYZ):
```
80
Properties=species:S:1:pos:R:3:lowdin_charge:R:1
Ir -0.020 0.423 -0.155 1.08
O 6.591 0.444 3.046 0.11
N 5.742 -0.011 3.773 -0.34
O 5.916 -0.498 4.860 0.13
C 4.353 0.036 3.312 -0.05
C 3.391 0.081 4.276 0.09
C 2.014 0.122 3.938 -0.11
C 0.997 0.146 4.908 0.05
C -0.313 0.162 4.495 0.00
C -0.592 0.136 3.126 -0.13
N 0.343 0.122 2.194 0.01
C 1.634 0.132 2.576 -0.15
C 2.653 0.142 1.565 -0.15
N 2.252 0.218 0.284 -0.02
C 3.151 0.208 -0.680 -0.10
C 4.518 0.096 -0.429 0.01
C 4.962 0.012 0.870 0.06
C 4.024 0.065 1.920 -0.04
H 3.687 0.072 5.316 0.14
H 1.257 0.144 5.955 0.14
H -1.119 0.182 5.209 0.12
H -1.614 0.121 2.778 0.07
H 2.783 0.271 -1.694 0.08
H 5.217 0.082 -1.250 0.13
H 6.015 -0.075 1.091 0.12
C -2.765 -2.586 1.955 -0.03
N -2.812 -2.769 0.532 -0.11
C -3.024 -3.931 -0.138 -0.01
C -2.996 -3.630 -1.468 -0.03
N -2.752 -2.301 -1.616 0.03
B -2.677 -1.741 -3.060 -0.43
N -2.506 -0.206 -3.145 0.00
C -3.412 0.671 -3.652 -0.02
C -2.773 1.848 -3.915 -0.03
N -1.470 1.687 -3.554 -0.11
C -0.407 2.642 -3.685 -0.02
C -1.332 0.432 -3.079 -0.72
S 0.150 -0.226 -2.537 0.72
C -2.635 -1.784 -0.386 -0.65
S -2.428 -0.161 0.114 0.72
H -3.030 -3.519 2.447 0.11
H -3.467 -1.806 2.255 0.09
H -1.762 -2.288 2.268 0.08
H -3.183 -4.866 0.361 0.14
H -3.145 -4.264 -2.319 0.14
H -3.685 -2.035 -3.605 0.09
H -1.703 -2.218 -3.560 0.08
H -4.434 0.400 -3.816 0.14
H -3.135 2.753 -4.352 0.14
H -0.809 3.572 -4.080 0.11
H 0.350 2.267 -4.375 0.11
H 0.067 2.819 -2.715 0.07
C -2.336 3.259 1.867 -0.16
P -1.629 3.591 0.220 0.60
C -3.007 3.451 -0.964 -0.15
C -1.078 5.325 0.263 -0.14
O -0.492 2.671 -0.166 -0.52
H -3.047 4.047 2.101 0.07
H -1.544 3.252 2.612 0.06
H -2.861 2.307 1.874 0.03
H -3.886 3.957 -0.576 0.07
H -3.249 2.399 -1.111 0.02
H -2.719 3.897 -1.913 0.05
H -1.944 5.978 0.360 0.07
H -0.527 5.581 -0.641 0.06
H -0.424 5.466 1.122 0.07
F -0.386 -8.103 0.085 0.10
C -0.146 -6.796 0.088 -0.26
C -0.236 -6.082 -1.108 0.01
C -0.002 -4.733 -1.101 -0.04
C 0.364 -4.054 0.098 -0.31
C 0.696 -2.715 0.100 0.02
C 0.435 -4.827 1.296 -0.03
C 0.184 -6.172 1.292 0.01
H -0.468 -6.606 -2.021 0.13
H -0.063 -4.176 -2.023 0.12
H 0.729 -2.160 -0.824 -0.01
H 1.073 -2.256 0.997 0.04
H 0.719 -4.339 2.216 0.11
H 0.257 -6.758 2.194 0.13
```

Its gap between HOMO and LUMO (spin up / spin down) is 0.20650 / 0.21220 Eh. The multiplicity is 6. As for the net charge: +2. The expectation value of S² is 8.809. As for the max |F|: 1.454 eV Å⁻¹.

***

2.
Computed, not measured: C30H34CdN8O9P2SSe as an isolated structure in a non-equilibrium geometry, with ωB97M-V with the def2-TZVPD basis set.

Structure (XYZ):
```
86
Properties=species:S:1:pos:R:3:lowdin_charge:R:1
Cd 0.601 1.217 1.074 1.20
C -1.327 1.936 6.041 -0.06
C -0.711 1.981 4.658 -0.61
O -0.219 3.288 4.502 -0.07
P 0.674 0.795 4.477 0.52
O 1.747 1.089 5.625 -0.09
O 0.029 -0.542 5.017 -0.12
O 1.325 0.817 3.102 -0.46
P -1.791 1.700 3.128 0.36
O -3.144 2.523 3.485 -0.11
O -2.038 0.259 2.809 -0.35
O -1.033 2.466 2.044 -0.43
H -0.597 2.083 6.865 0.10
H -1.774 0.957 6.197 0.08
H -2.142 2.657 6.024 0.08
H 0.002 3.406 3.544 0.09
H 2.478 1.663 5.362 0.10
H 0.314 -1.342 4.530 0.01
H -3.889 1.982 3.677 0.05
Se 3.251 1.159 0.577 0.45
C 3.146 1.459 -1.204 -0.93
N 3.237 1.650 -2.373 0.03
N -3.861 -1.030 0.940 0.19
C -3.621 -1.372 -0.313 -0.48
N -4.660 -1.491 -1.187 0.16
N -2.399 -1.556 -0.854 0.12
C -1.433 -0.992 -0.234 -0.36
N -0.463 -0.460 0.159 0.08
H -4.826 -0.932 1.241 0.12
H -3.106 -0.613 1.540 0.07
H -5.610 -1.447 -0.895 0.10
H -4.426 -1.764 -2.142 0.12
O 1.010 -2.463 3.540 -0.51
S -0.111 -3.106 2.720 1.03
C -1.229 -3.734 3.941 -0.36
C -0.501 -4.270 5.030 -0.08
C -1.156 -4.781 6.096 -0.09
C -2.533 -4.840 6.126 -0.07
C -3.225 -4.461 4.964 -0.08
C -2.638 -3.814 3.874 -0.05
C 0.365 -4.664 1.962 -0.37
C 1.597 -5.274 2.276 -0.05
C 1.987 -6.489 1.654 -0.06
C 1.044 -7.109 0.871 -0.09
C -0.195 -6.537 0.610 -0.07
C -0.549 -5.304 1.168 -0.08
H 0.575 -4.154 4.987 0.11
H -0.569 -5.152 6.948 0.12
H -3.072 -5.218 6.970 0.10
H -4.333 -4.634 4.877 0.12
H -3.211 -3.446 3.021 0.10
H 2.232 -4.822 3.044 0.11
H 3.013 -6.835 1.796 0.11
H 1.261 -8.016 0.326 0.11
H -0.868 -7.121 0.040 0.09
H -1.481 -4.786 0.906 0.12
C 4.911 4.851 -8.499 -0.04
C 3.808 4.039 -7.859 -0.25
C 2.683 3.552 -8.486 -0.07
C 1.823 2.598 -7.959 -0.01
C 2.011 2.155 -6.623 -0.28
N 1.092 1.253 -6.057 0.11
C 0.637 1.415 -4.731 -0.49
O 0.385 0.412 -4.057 0.04
N 0.559 2.751 -4.346 0.13
C 0.001 3.160 -3.119 -0.18
C -0.471 4.517 -2.976 -0.01
C -0.874 4.940 -1.719 -0.08
C -0.795 4.062 -0.600 -0.13
N -0.214 2.857 -0.785 -0.01
C 0.018 2.343 -1.981 -0.12
C 3.106 2.691 -5.943 -0.04
C 3.942 3.628 -6.491 -0.03
H 5.662 4.270 -9.030 0.08
H 5.511 5.329 -7.729 0.07
H 4.558 5.565 -9.171 0.05
H 2.442 3.871 -9.461 0.09
H 0.939 2.171 -8.469 0.12
H 1.275 0.260 -6.122 0.15
H 0.606 3.519 -5.065 0.17
H -0.437 5.213 -3.808 0.11
H -1.369 5.942 -1.592 0.11
H -1.141 4.417 0.369 0.09
H 0.209 1.285 -2.074 0.08
H 3.282 2.290 -4.901 0.11
H 4.696 4.129 -5.879 0.11
```

Its gap between HOMO and LUMO is 0.27111 Eh. The multiplicity is 1. As for the net charge: 0. As for the max |F|: 3.971 eV Å⁻¹. For the energy above the lowest of the compared OMol25 structures with the same formula, charge and spin, the calculation gives 24.3 kcal/mol.

***

Listing energy for the structures above in their given order: -85412.0419; -161340.2656 eV.